1.
{
  "formula": "C5H9N",
  "method": "the ωB97M-V functional and the def2-TZVPD basis",
  "total_energy_ha": -250.48003,
  "multiplicity": 1,
  "gap_ev": [8.10, 8.27],
  "mol_weight_g_mol": 83.13,
  "charge": 0,
  "homo_ha": [-0.3032, -0.2956],
  "species": ["C", "C", "C", "C", "C", "N", "H", "H", "H", "H", "H", "H", "H", "H", "H"],
  "xyz": [[-0.42114, 0.01080, -1.27706], [-1.24715, 0.33331, 1.43296], [-1.88927, 0.96419, 0.30747], [0.49297, -0.59869, -0.40841], [2.00352, -0.37137, -0.72830], [-1.56309, 0.47273, -1.05027], [0.02687, 0.12811, -2.28066], [-0.50652, 1.01733, 2.00944], [-1.13017, -0.66727, 1.36790], [-2.94696, 0.68409, 0.35322], [-1.70529, 2.04000, 0.18166], [0.17340, -1.45411, 0.26022], [1.93804, 0.68523, -1.11913], [2.33188, -1.04586, -1.48501], [2.53104, -0.60874, 0.13844]]
}

2.
{
  "formula": "C5H9N",
  "method": "the ωB97M-V functional and the def2-TZVPD basis",
  "total_energy_ha": -250.49144,
  "multiplicity": 1,
  "gap_ev": 9.62,
  "mol_weight_g_mol": 83.13,
  "charge": 0,
  "smiles": "C1=C(N2CC2)C1.[H][H]",
  "homo_ha": -0.3042,
  "species": ["C", "C", "N", "C", "C", "C", "H", "H", "H", "H", "H", "H", "H", "H", "H"],
  "xyz": [[1.27742, -1.43319, -0.83377], [0.13759, -0.86903, -0.57524], [-0.77889, 0.13155, -0.80080], [-0.42596, 1.53048, -0.69546], [-1.38339, 0.90958, 0.25992], [0.27597, -2.26294, -0.06230], [2.23123, -1.46259, -1.33803], [0.56307, 1.77280, -0.31300], [-0.78694, 2.16611, -1.49955], [-2.45069, 1.08382, 0.15212], [-1.04007, 0.75286, 1.28049], [-0.25434, -3.08106, -0.56503], [0.42397, -2.44958, 1.00796], [1.45578, 1.48261, 1.95295], [0.75524, 1.72857, 2.02975]]
}

3.
{
  "formula": "C5H9N",
  "method": "the ωB97M-V functional and the def2-TZVPD basis",
  "total_energy_ha": -250.38784,
  "multiplicity": 1,
  "gap_ev": 7.52,
  "mol_weight_g_mol": 83.13,
  "charge": 0,
  "homo_ha": -0.2535,
  "species": ["C", "C", "C", "N", "C", "C", "H", "H", "H", "H", "H", "H", "H", "H", "H"],
  "xyz": [[1.02324, -1.69748, 0.26174], [1.85787, -0.48714, -0.14815], [0.45839, -0.42010, -0.19526], [-0.62838, 0.10830, -0.70242], [-1.03045, 1.49097, -0.67169], [-1.84862, 0.42623, -0.00440], [0.86195, -2.52934, -0.42819], [0.96702, -1.95610, 1.31792], [1.51362, 0.27142, 0.89968], [2.62204, -0.37784, -0.91299], [0.53724, 0.68946, 1.60904], [-0.43276, 2.12049, -0.01345], [-1.36420, 1.91230, -1.61564], [-2.76191, 0.08078, -0.47625], [-1.77505, 0.36807, 1.08006]]
}

4.
{
  "formula": "C5H9N",
  "method": "the ωB97M-V functional and the def2-TZVPD basis",
  "total_energy_ha": -250.49468,
  "multiplicity": 1,
  "gap_ev": 6.41,
  "mol_weight_g_mol": 83.13,
  "charge": 0,
  "smiles": "C/C=C/C=C/N",
  "homo_ha": -0.2335,
  "species": ["C", "C", "C", "C", "C", "N", "H", "H", "H", "H", "H", "H", "H", "H", "H"],
  "xyz": [[-0.22399, 2.70310, 0.31867], [-0.81017, 1.32040, 0.39640], [-0.23249, 0.27169, 1.14794], [0.43981, -0.85304, 0.51911], [0.31347, -1.14021, -0.79969], [0.49211, -2.40808, -1.35467], [-0.98322, 3.48493, 0.13034], [0.23479, 2.71904, -0.68476], [0.39416, 2.99414, 1.16356], [-1.74566, 1.15297, -0.16032], [-0.35785, 0.20227, 2.22882], [1.28596, -1.17061, 1.11944], [-0.02957, -0.35484, -1.47113], [0.96177, -3.11070, -0.80808], [-0.42172, -2.69400, -1.68378]]
}

5.
{
  "formula": "C5H9N",
  "method": "the ωB97M-V functional and the def2-TZVPD basis",
  "total_energy_ha": -250.51033,
  "multiplicity": 1,
  "gap_ev": [6.30, 5.21],
  "mol_weight_g_mol": 83.13,
  "charge": 0,
  "smiles": "C=C/C=C(\\C)N",
  "homo_ha": [-0.2272, -0.2061],
  "species": ["C", "C", "C", "C", "C", "N", "H", "H", "H", "H", "H", "H", "H", "H", "H"],
  "xyz": [[-1.41892, 0.32120, -1.24888], [-1.79389, 0.15348, 0.07148], [-0.73175, 0.09188, 0.97753], [0.54717, 0.05924, 0.40398], [1.23386, -1.22756, 0.02519], [1.40499, 1.13679, 0.60671], [-2.12391, 0.71933, -1.97705], [-0.72454, -0.32319, -1.77401], [-2.81838, 0.29708, 0.41100], [-0.88445, 0.20797, 2.04878], [0.51703, -2.01791, -0.20633], [1.87767, -1.55814, 0.84892], [1.86338, -1.09198, -0.85820], [2.13703, 1.22084, -0.08988], [0.91472, 2.01096, 0.76076]]
}

6.
{
  "formula": "C5H9N",
  "method": "the ωB97M-V functional and the def2-TZVPD basis",
  "total_energy_ha": -250.57883,
  "multiplicity": 1,
  "gap_ev": 8.66,
  "mol_weight_g_mol": 83.13,
  "charge": 0,
  "smiles": "C=C/C(N)=C/C",
  "homo_ha": -0.2822,
  "species": ["C", "C", "C", "N", "C", "C", "H", "H", "H", "H", "H", "H", "H", "H", "H"],
  "xyz": [[0.17115, 1.74996, -1.69236], [0.25669, 1.44838, -0.41113], [-0.04548, 0.19528, 0.35457], [-0.15361, 0.45009, 1.71146], [0.14605, -1.04495, -0.32251], [-0.17215, -2.45897, 0.18844], [0.17592, 0.89326, -2.45883], [-0.10067, 2.69582, -2.04522], [0.49502, 2.27113, 0.15023], [-0.75111, -0.31476, 2.13816], [-0.63213, 1.36954, 1.84895], [0.25970, -0.86175, -1.31475], [0.77286, -2.84580, 0.45328], [-0.51374, -3.23214, -0.53842], [-0.76810, -2.46405, 1.08431]]
}

7.
{
  "formula": "C5H9N",
  "method": "the ωB97M-V functional and the def2-TZVPD basis",
  "total_energy_ha": -250.52918,
  "multiplicity": 1,
  "gap_ev": 7.45,
  "mol_weight_g_mol": 83.13,
  "charge": 0,
  "homo_ha": -0.2838,
  "species": ["C", "N", "C", "C", "C", "C", "H", "H", "H", "H", "H", "H", "H", "H", "H"],
  "xyz": [[-2.20459, -0.15376, -0.51957], [-1.00092, -0.56459, 0.18109], [-0.04052, 0.30057, 0.28192], [0.08113, 1.62246, -0.14856], [1.87447, -1.26294, 0.04622], [1.33652, 0.08160, 0.44455], [-2.65229, -1.04187, -0.95972], [-2.01324, 0.62986, -1.27303], [-2.94694, 0.31894, 0.13418], [2.95391, -1.28210, 0.17165], [-0.57186, 2.07142, -0.89025], [0.72671, 2.31919, 0.36826], [1.35321, -2.01720, 0.63702], [1.52576, -1.44499, -0.97599], [1.90136, 0.79342, 1.01941]]
}

8.
{
  "formula": "C5H9N",
  "method": "the ωB97M-V functional and the def2-TZVPD basis",
  "total_energy_ha": -250.58687,
  "multiplicity": 1,
  "gap_ev": 10.72,
  "mol_weight_g_mol": 83.13,
  "charge": 0,
  "smiles": "CC(C)CC#N",
  "homo_ha": -0.3667,
  "species": ["C", "C", "C", "C", "C", "N", "H", "H", "H", "H", "H", "H", "H", "H", "H"],
  "xyz": [[-0.53181, 1.23773, -0.47191], [-0.44191, -0.06190, 0.32404], [-1.23748, -1.17355, -0.39983], [1.03990, -0.41960, 0.67687], [2.16472, 0.21138, 0.03489], [3.09246, 0.91373, -0.01003], [0.01598, 2.04412, 0.02384], [-1.57454, 1.55423, -0.58587], [-0.10776, 1.10840, -1.47529], [-0.94018, 0.08583, 1.29059], [-0.86243, -1.34946, -1.41457], [-2.29676, -0.88241, -0.49282], [-1.21684, -2.12563, 0.14174], [1.17013, -1.48025, 0.94431], [1.72652, 0.33738, 1.41403]]
}

9.
{
  "formula": "C5H9N",
  "method": "the ωB97M-V functional and the def2-TZVPD basis",
  "total_energy_ha": -250.50177,
  "multiplicity": 1,
  "gap_ev": 10.28,
  "mol_weight_g_mol": 83.13,
  "charge": 0,
  "smiles": "C1NC[C@H]2C[C@@H]12",
  "homo_ha": -0.3369,
  "species": ["C", "N", "C", "C", "C", "C", "H", "H", "H", "H", "H", "H", "H", "H", "H"],
  "xyz": [[0.24328, 1.34106, 0.58002], [1.40660, 0.42772, 0.45131], [0.96284, -0.71364, -0.53894], [-0.46061, -0.64013, -0.90511], [-1.30774, -0.81270, 0.33554], [-0.92706, 0.35490, -0.03684], [0.53272, 2.25065, -0.00320], [0.11487, 2.04730, 1.54171], [1.29023, -0.07982, 1.44078], [1.45922, -0.59722, -1.42696], [1.34230, -1.63985, -0.38502], [-0.78221, -0.70860, -1.91055], [-0.77933, -1.21837, 1.14354], [-2.27909, -1.12296, 0.22101], [-1.80911, 0.89795, -0.38855]]
}

10.
{
  "formula": "C5H9N",
  "method": "the ωB97M-V functional and the def2-TZVPD basis",
  "total_energy_ha": -250.66023,
  "multiplicity": 1,
  "gap_ev": 12.32,
  "mol_weight_g_mol": 83.13,
  "charge": 0,
  "smiles": "CC[C@@H](C)C#N",
  "homo_ha": -0.4183,
  "species": ["C", "C", "C", "C", "C", "N", "H", "H", "H", "H", "H", "H", "H", "H", "H"],
  "xyz": [[-1.95576, 0.25566, 0.05584], [-0.67139, -0.57065, -0.16811], [0.65121, -0.02707, 0.44187], [1.89691, -0.52806, -0.32812], [0.56607, 1.45218, 0.44426], [0.35904, 2.59169, 0.38781], [-2.18839, 0.42664, 1.11616], [-1.90401, 1.24261, -0.41862], [-2.80701, -0.25958, -0.40379], [-0.82920, -1.59081, 0.21057], [-0.50101, -0.65096, -1.24901], [0.73628, -0.36880, 1.48395], [1.94268, -1.62594, -0.34722], [1.88410, -0.17355, -1.36588], [2.82050, -0.17334, 0.14029]]
}

11.
{
  "formula": "C5H9N",
  "method": "the ωB97M-V functional and the def2-TZVPD basis",
  "total_energy_ha": -250.59306,
  "multiplicity": 1,
  "gap_ev": 9.46,
  "mol_weight_g_mol": 83.13,
  "charge": 0,
  "smiles": "C=NC(=C)CC",
  "homo_ha": -0.3224,
  "species": ["C", "N", "C", "C", "C", "C", "H", "H", "H", "H", "H", "H", "H", "H", "H"],
  "xyz": [[-2.29551, 1.14019, -0.76427], [-1.72208, 0.09288, -0.33102], [-0.35030, -0.09667, -0.40411], [0.50238, 0.16374, -1.40534], [0.14964, -0.91425, 0.78416], [1.53438, -0.50602, 1.31072], [-3.38505, 1.09893, -0.66801], [-1.83506, 2.10502, -0.94402], [1.58358, 0.16791, -1.36774], [0.22072, 0.60248, -2.34442], [-0.55999, -0.90729, 1.59918], [0.36146, -1.87510, 0.32806], [1.81701, 0.56056, 1.20140], [1.74462, -0.63829, 2.36930], [2.23422, -0.99407, 0.63612]]
}

12.
{
  "formula": "C5H9N",
  "method": "the ωB97M-V functional and the def2-TZVPD basis",
  "total_energy_ha": -250.59236,
  "multiplicity": 1,
  "gap_ev": 9.50,
  "mol_weight_g_mol": 83.13,
  "charge": 0,
  "smiles": "C=CC/C=C/N",
  "homo_ha": -0.3073,
  "species": ["C", "C", "C", "C", "C", "N", "H", "H", "H", "H", "H", "H", "H", "H", "H"],
  "xyz": [[2.27182, 0.50612, -0.26231], [1.71982, -0.35650, -1.04137], [0.21272, -0.64441, -1.07623], [-0.44948, -0.35406, 0.25601], [-1.60457, 0.21792, 0.45137], [-2.20634, 0.63389, 1.72035], [3.34495, 0.64769, -0.34702], [1.82817, 1.20449, 0.32225], [2.32788, -0.94711, -1.70958], [-0.07729, 0.02854, -1.87143], [0.06759, -1.78161, -1.26080], [0.18509, -0.55039, 1.11252], [-2.19354, 0.41630, -0.36101], [-3.15533, 1.05911, 1.55281], [-2.27150, -0.07997, 2.51446]]
}

13.
{
  "formula": "C5H9N",
  "method": "the ωB97M-V functional and the def2-TZVPD basis",
  "total_energy_ha": -250.66082,
  "multiplicity": 1,
  "gap_ev": 12.29,
  "mol_weight_g_mol": 83.13,
  "charge": 0,
  "smiles": "CC(C)CC#N",
  "homo_ha": -0.4205,
  "species": ["C", "C", "C", "C", "C", "N", "H", "H", "H", "H", "H", "H", "H", "H", "H"],
  "xyz": [[-0.03767, -1.57440, -0.16427], [0.11585, -0.22416, 0.53999], [1.40683, 0.49857, 0.10487], [-1.13592, 0.66061, 0.34257], [-1.15856, 1.34986, -0.95239], [-1.13542, 1.92002, -1.95876], [-1.00981, -2.03317, 0.05055], [0.74044, -2.27118, 0.16583], [0.05197, -1.46216, -1.25130], [0.16053, -0.41322, 1.61980], [1.78077, 0.09162, -0.84030], [2.20348, 0.39586, 0.84585], [1.24443, 1.56823, -0.05953], [-1.17760, 1.43124, 1.12111], [-2.04931, 0.06225, 0.43598]]
}

14.
{
  "formula": "C5H9N",
  "method": "the ωB97M-V functional and the def2-TZVPD basis",
  "total_energy_ha": -250.48792,
  "multiplicity": 1,
  "gap_ev": [8.68, 8.78],
  "mol_weight_g_mol": 83.13,
  "charge": 0,
  "homo_ha": [-0.3603, -0.3645],
  "species": ["C", "C", "C", "C", "C", "N", "H", "H", "H", "H", "H", "H", "H", "H", "H"],
  "xyz": [[1.74375, 1.19900, -0.58628], [0.26189, 0.86528, -0.73698], [-0.33169, 0.20166, 0.51483], [-2.71694, -1.57003, 0.33992], [0.33289, -1.06632, 0.84216], [0.85574, -2.07105, 1.07990], [1.91212, 1.88197, 0.25458], [2.33669, 0.29485, -0.40995], [2.12626, 1.68164, -1.49105], [-0.31479, 1.77629, -0.93210], [0.10987, 0.20360, -1.59723], [-0.24589, 0.86625, 1.38269], [-1.41399, 0.01624, 0.37011], [-2.15738, -2.23679, -0.35468], [-2.49852, -2.04257, 1.32407]]
}

15.
{
  "formula": "C5H9N",
  "method": "the ωB97M-V functional and the def2-TZVPD basis",
  "total_energy_ha": -250.23322,
  "s2": 0.754,
  "multiplicity": 2,
  "gap_ev": [7.87, 7.66],
  "mol_weight_g_mol": 83.13,
  "charge": 1,
  "homo_ha": [-0.5460, -0.5382],
  "species": ["C", "N", "C", "C", "C", "C", "H", "H", "H", "H", "H", "H", "H", "H", "H"],
  "xyz": [[0.50896, 0.23782, 1.66618], [2.34803, -0.19686, -0.61108], [0.88948, -0.33708, -0.68995], [-0.10450, -0.22317, 0.38989], [-1.47904, -0.03561, 0.13876], [-1.96178, -0.20745, -1.10751], [0.96744, -0.57139, 2.24257], [1.35000, 0.84807, 1.33136], [-0.19641, 0.77548, 2.28978], [0.68082, -1.16326, -1.38247], [2.59352, 0.78841, -0.47530], [0.87860, 0.54056, -1.37096], [-2.12320, 0.26047, 0.94492], [-1.42802, -0.79576, -1.84909], [-2.92390, 0.07976, -1.51710]]
}